# C18H17N3O5

An isolated molecule of C18H17N3O5 at a distorted geometry (ωB97M-V/def2-TZVPD, the Open Molecules 2025 dataset).

multiplicity: 1
energy relative to the best compared isomer or geometry (same formula, charge and spin): 442.1 kcal per mole
E: -1235.94326 Ha
gap between HOMO and LUMO: 8.086 eV
LUMO energy: -0.30 eV
highest occupied orbital energy: -8.386 eV
charge: 0

CARTESIAN COORDINATES (ANGSTROEM)
O 2.79 -1.22 -2.17
C 2.28 -0.03 -2.23
N 2.40 1.02 -1.34
N 2.80 0.69 -0.12
C 2.04 0.03 0.48
O 0.91 -0.49 -0.07
C 2.42 -0.69 1.83
C 1.29 0.30 2.79
C 1.72 1.31 3.56
C 0.91 1.92 4.48
C -0.66 1.48 4.41
C -1.02 0.57 3.55
C 0.15 -0.05 2.86
H -0.45 -1.03 2.25
H -1.95 0.34 3.64
H -1.12 1.93 5.05
H 1.38 2.68 5.11
H 2.86 1.45 3.58
H 3.19 -0.19 2.20
H 2.12 -1.73 1.98
H 3.74 0.78 0.04
H 1.83 1.62 -1.70
C 1.26 0.27 -3.53
C 0.07 0.72 -2.94
O -0.27 2.32 -2.82
N -0.75 -0.04 -2.35
C -1.54 0.14 -1.46
C -2.57 1.33 -1.30
C -3.31 1.35 -0.40
C -3.59 0.37 0.58
C -3.08 -0.73 0.42
C -2.00 -0.82 -0.63
C -1.32 -2.24 -0.64
O -0.56 -2.59 -1.68
O -1.28 -2.96 0.41
H -1.03 -3.83 0.36
H -3.20 -1.41 1.09
H -4.37 0.29 1.35
H -3.92 2.39 -0.26
H -2.30 2.01 -2.10
H -0.31 -1.17 -2.38
H 1.13 -0.81 -4.24
H 1.89 1.07 -4.23

=====

# C4H4ClNO

An isolated molecule of C4H4ClNO at a distorted geometry (ωB97M-V/def2-TZVPD, the Open Molecules 2025 dataset).

multiplicity: 1
energy relative to the best compared isomer or geometry (same formula, charge and spin): 63.7 kcal per mole
E: -744.89983 Ha
gap between HOMO and LUMO: 9.968 eV
LUMO energy: 0.53 eV
highest occupied orbital energy: -9.440 eV
charge: 0

CARTESIAN COORDINATES (ANGSTROEM)
C 0.18 -0.80 1.56
C 1.26 -0.11 1.04
C 0.08 0.61 -0.73
C 0.17 1.16 -2.12
H 0.28 -0.96 2.60
H 2.07 0.24 1.73
H -0.77 1.06 -0.07
H -0.08 -0.42 -1.00
N 0.53 1.50 -3.21
O 1.33 0.67 0.00
Cl -1.53 -1.23 1.22

=====

# C25H33N4

The ion C25H33N4 with charge +1 at a distorted geometry (ωB97M-V/def2-TZVPD, the Open Molecules 2025 dataset).

multiplicity: 1
energy relative to the best compared isomer or geometry (same formula, charge and spin): 7.7 kcal per mole
E: -1191.18426 Ha
gap between HOMO and LUMO: 7.503 eV
LUMO energy: -2.16 eV
highest occupied orbital energy: -9.664 eV
charge: +1

CARTESIAN COORDINATES (ANGSTROEM)
C 5.61 -0.14 -1.45
N 4.31 -0.09 -0.83
C 3.48 1.00 -0.86
C 2.25 0.64 -0.30
C 1.05 1.53 -0.29
C -0.30 0.74 -0.43
C -0.39 -0.48 -1.13
C -1.58 -1.23 -1.29
C -2.80 -0.67 -0.81
N -3.98 -1.37 -0.87
C -4.15 -2.60 -1.62
C -2.88 -3.42 -1.61
C -1.65 -2.57 -1.97
C -5.24 -0.77 -0.51
C -5.08 0.25 0.60
C -4.00 1.26 0.23
C -2.73 0.61 -0.21
C -1.53 1.31 -0.10
C 2.37 -0.75 0.17
C 1.56 -1.69 0.81
C 2.03 -3.01 0.95
C 3.33 -3.37 0.55
C 4.16 -2.45 -0.11
C 3.68 -1.16 -0.22
H 6.07 -1.09 -1.18
H 5.52 -0.03 -2.54
H 6.21 0.69 -1.07
H 3.77 1.95 -1.31
H 1.17 2.22 -1.14
H 0.50 -0.88 -1.61
H -4.98 -3.16 -1.15
H -4.47 -2.38 -2.65
H -2.75 -3.87 -0.62
H -3.01 -4.25 -2.32
H -1.66 -2.44 -3.07
H -0.75 -3.16 -1.74
H -5.68 -0.28 -1.40
H -5.94 -1.57 -0.21
H -6.04 0.74 0.77
H -4.80 -0.27 1.53
H -4.38 1.92 -0.57
H -3.78 1.88 1.11
H -1.60 2.35 0.20
H 0.55 -1.44 1.15
H 1.38 -3.78 1.37
H 3.73 -4.37 0.76
H 5.15 -2.70 -0.49
C 2.51 3.20 0.94
N 1.21 2.42 0.92
C 0.22 3.53 1.05
N 1.16 1.52 2.05
C 0.74 2.15 3.29
H 2.50 4.02 0.19
H 2.55 3.63 1.93
H 3.41 2.61 0.85
H 0.05 3.96 0.05
H -0.67 3.14 1.55
H 0.66 4.31 1.69
H 2.07 1.08 2.12
H 1.11 1.49 4.09
H 1.12 3.19 3.43
H -0.36 2.14 3.31

=====

# C28H80O12

A cluster of 12 separate species, C28H80O12 in total at a distorted geometry (ωB97M-V/def2-TZVPD, the Open Molecules 2025 dataset).

<S²>: 0.754
multiplicity: 2
energy relative to the best compared isomer or geometry (same formula, charge and spin): 19.0 kcal per mole
E: -2017.21595 Ha
gap between HOMO and LUMO (alpha / beta): 8.831 / 2.373 eV
LUMO energy (alpha / beta): -2.26 / -8.72 eV
highest occupied orbital energy (alpha / beta): -11.093 / -11.092 eV
charge: +1

CARTESIAN COORDINATES (ANGSTROEM)
C -12.70 -24.10 16.39
O -12.48 -25.49 16.19
H -13.32 -23.59 15.66
H -13.18 -23.85 17.34
H -11.74 -23.60 16.33
H -12.50 -25.89 17.06
C -18.17 -28.75 20.28
O -18.12 -30.10 19.85
H -18.59 -28.72 21.28
H -17.21 -28.24 20.29
H -18.83 -28.19 19.61
H -19.01 -30.44 19.72
C -12.66 -32.67 19.40
O -13.88 -33.16 18.84
H -11.89 -32.63 18.64
H -12.93 -31.71 19.84
H -12.29 -33.23 20.27
H -14.62 -32.58 19.00
C -15.80 -27.39 14.46
O -16.85 -27.75 15.34
H -15.40 -28.31 14.04
H -16.10 -26.79 13.61
H -14.99 -26.90 15.00
H -17.26 -26.98 15.73
C -7.83 -25.25 18.02
C -9.18 -25.92 17.69
C -9.01 -26.92 16.54
O -9.65 -26.70 18.81
H -7.38 -24.64 17.24
H -7.07 -25.98 18.31
H -7.98 -24.63 18.90
H -9.85 -25.08 17.52
H -8.39 -26.48 15.76
H -10.01 -27.10 16.14
H -8.55 -27.86 16.83
H -10.60 -26.82 18.74
C -13.40 -28.32 19.54
C -13.57 -27.25 18.46
C -14.98 -26.61 18.45
O -12.63 -26.32 18.79
H -14.17 -29.10 19.49
H -13.47 -27.85 20.52
H -12.39 -28.73 19.55
H -13.37 -27.58 17.44
H -15.00 -25.70 17.85
H -15.19 -26.19 19.43
H -15.82 -27.22 18.12
H -12.89 -26.02 19.67
C -14.51 -30.69 16.59
C -15.80 -30.54 17.39
C -17.06 -31.12 16.73
O -15.68 -31.18 18.65
H -14.28 -31.75 16.49
H -13.73 -30.28 17.23
H -14.50 -30.22 15.60
H -16.00 -29.48 17.58
H -18.00 -30.87 17.22
H -17.01 -32.20 16.55
H -17.24 -30.63 15.77
H -16.51 -30.90 19.05
C -12.14 -27.91 13.62
C -11.17 -26.79 13.13
C -10.81 -26.78 11.67
O -11.84 -25.62 13.47
H -11.61 -28.83 13.39
H -13.11 -27.73 13.15
H -12.25 -27.92 14.70
H -10.29 -26.82 13.78
H -10.44 -25.81 11.34
H -11.71 -26.97 11.10
H -10.09 -27.57 11.42
H -12.06 -25.64 14.40
C -12.12 -24.50 23.36
C -12.72 -24.05 22.04
C -11.70 -23.84 21.01
O -13.57 -25.03 21.50
H -11.34 -23.83 23.72
H -11.51 -25.39 23.18
H -12.84 -24.62 24.17
H -13.38 -23.20 22.23
H -12.12 -23.62 20.03
H -11.11 -24.76 20.93
H -11.06 -23.02 21.33
H -14.25 -25.21 22.16
C -9.48 -29.23 20.89
C -8.64 -29.75 19.74
C -9.34 -30.08 18.42
O -7.77 -28.70 19.45
H -9.97 -30.12 21.30
H -10.22 -28.46 20.69
H -8.90 -28.92 21.76
H -8.14 -30.64 20.14
H -9.82 -31.05 18.57
H -8.63 -30.03 17.60
H -10.17 -29.42 18.15
H -8.39 -28.04 19.12
C -12.87 -30.10 22.85
C -12.04 -30.86 23.93
C -12.82 -31.46 25.11
O -11.50 -32.01 23.32
H -12.22 -29.45 22.25
H -13.66 -29.50 23.30
H -13.35 -30.78 22.15
H -11.30 -30.14 24.27
H -12.32 -32.20 25.73
H -13.75 -31.94 24.82
H -13.10 -30.65 25.78
H -12.17 -32.66 23.12
C -16.31 -22.39 21.09
C -16.00 -23.04 19.77
C -16.61 -22.23 18.56
O -14.67 -23.04 19.58
H -17.37 -22.29 21.34
H -15.97 -21.35 21.09
H -15.88 -22.83 21.98
H -16.37 -24.06 19.83
H -17.66 -22.03 18.77
H -16.62 -22.81 17.64
H -16.11 -21.28 18.39
H -14.25 -23.56 20.27